Record 1
DFT (ωB97M-V/def2-TZVPD) results for a structure of composition C22H24AsN7O6SSeW.

Last column: natural (NBO) charge in e.
Atoms and positions in Å:
W -0.525 -0.374 -0.252  1.541
O -1.054 -2.503 0.115  -0.964
As 0.207 -2.011 1.540  1.747
O -0.225 -2.963 2.771  -1.000
O -2.200 -0.225 -0.001  -0.533
C 1.555 -3.123 0.562  -0.336
C 1.902 -4.331 1.127  -0.185
C 2.734 -5.214 0.436  -0.127
C 3.250 -4.884 -0.806  -0.176
C 2.922 -3.671 -1.396  -0.151
C 2.070 -2.816 -0.718  -0.322
S 1.574 -1.342 -1.482  2.352
O 2.383 -0.889 -2.543  -0.827
O 0.069 -1.436 -1.828  -0.848
O 1.487 -0.326 -0.326  -0.929
H -1.863 -2.883 0.494  0.539
H 1.487 -4.571 2.098  0.267
H 2.967 -6.172 0.881  0.252
H 3.891 -5.577 -1.331  0.255
H 3.315 -3.385 -2.362  0.260
C -2.421 -0.527 3.239  -0.419
N -2.414 0.889 3.583  -0.346
C -3.277 1.503 4.463  -0.029
C -2.974 2.822 4.460  -0.040
N -1.932 2.999 3.582  -0.342
C -1.295 4.269 3.228  -0.410
C -1.588 1.815 3.083  0.418
Se -0.425 1.685 1.107  0.019
H -3.319 -0.987 3.641  0.249
H -1.556 -1.036 3.660  0.248
H -2.426 -0.625 2.158  0.220
H -4.031 0.974 5.018  0.262
H -3.415 3.631 5.015  0.263
H -1.850 5.088 3.674  0.245
H -1.283 4.368 2.145  0.233
H -0.269 4.282 3.590  0.238
C 1.665 2.375 -1.925  -0.680
C 0.218 2.196 -2.218  0.472
N -0.527 1.138 -1.857  -0.571
C -1.818 1.380 -2.350  -0.074
C -1.823 2.561 -2.985  -0.032
N -0.536 3.063 -2.899  -0.317
C -0.153 4.396 -3.382  -0.041
N -0.589 5.402 -2.469  -0.244
N -1.903 5.767 -2.468  -0.020
N -2.097 6.638 -1.572  -0.171
C -0.903 6.905 -0.925  0.026
C -0.594 7.801 0.101  -0.172
C 0.708 7.825 0.542  -0.222
C 1.693 6.997 -0.029  -0.173
C 1.407 6.119 -1.051  -0.268
C 0.082 6.090 -1.494  0.150
H 1.963 1.728 -1.107  0.256
H 1.886 3.400 -1.639  0.245
H 2.267 2.111 -2.797  0.269
H -2.619 0.683 -2.184  0.253
H -2.621 3.106 -3.461  0.271
H -0.653 4.558 -4.335  0.256
H 0.924 4.454 -3.511  0.239
H -1.352 8.456 0.508  0.245
H 0.997 8.504 1.333  0.235
H 2.707 7.060 0.344  0.233
H 2.184 5.511 -1.494  0.212

Results
Relative energy (zero: lowest compared OMol25 entry of this formula, charge and spin) ... 5.5830 eV
Charge ... +2
Strongest force on any atom ... 6.22 eV/A
E_tot ... -184748.117 eV

Record 2
DFT (ωB97M-V/def2-TZVPD) results for an isolated molecule of C4H11Cl2NSi.

Last column: natural (NBO) charge in e.
Atoms and positions in Å:
C 1.533 1.006 0.832  -0.648
C 2.197 -0.339 0.664  -0.219
N 1.430 -1.214 -0.236  -1.044
Si -0.307 -1.525 0.109  1.661
Cl -0.628 -3.226 -1.095  -0.401
Cl -0.882 -1.917 2.037  -0.362
C -1.320 -0.129 -0.654  -0.927
C -2.795 -0.369 -0.854  -0.593
H 1.009 1.224 1.678  0.213
H 2.179 1.806 0.777  0.226
H 0.876 1.245 0.077  0.211
H 3.183 -0.469 0.131  0.202
H 2.425 -0.646 1.773  0.171
H 1.925 -2.019 -0.562  0.399
H -1.249 0.823 -0.150  0.242
H -0.944 0.291 -1.573  0.254
H -2.943 -1.385 -1.409  0.204
H -3.353 -0.570 0.031  0.205
H -3.295 0.390 -1.267  0.206

Results
Relative energy (zero: lowest compared OMol25 entry of this formula, charge and spin) ... 0.4146 eV
Charge ... 0
Strongest force on any atom ... 5.67 eV/A
E_tot ... -38741.655 eV

Record 3
DFT (ωB97M-V/def2-TZVPD) results for an isolated molecule of C6H18OSi2.

Last column: natural (NBO) charge in e.
Atoms and positions in Å:
C 0.129 -1.491 1.371  -0.600
C 0.343 -1.721 -0.188  -0.648
C 1.726 -2.325 -0.252  -0.615
Si 0.047 0.026 -0.978  1.674
O 1.228 1.074 -0.546  -1.288
Si 2.789 1.424 -0.323  1.232
C -1.581 0.749 -0.053  -0.623
C -2.848 0.608 -0.826  -0.612
C -1.470 2.026 0.723  -0.606
H 0.332 -0.431 1.757  0.203
H -0.874 -1.717 1.501  0.207
H 0.792 -2.109 1.897  0.208
H -0.487 -2.330 -0.501  0.223
H 2.169 -2.467 -1.249  0.210
H 1.711 -3.416 0.128  0.209
H 2.353 -1.688 0.392  0.212
H -0.110 0.205 -2.402  -0.221
H 3.754 1.726 -1.644  -0.185
H 2.625 2.792 0.462  -0.188
H 3.246 0.271 0.444  -0.219
H -1.731 -0.129 0.699  0.203
H -3.084 1.396 -1.550  0.203
H -2.989 -0.421 -1.301  0.201
H -3.754 0.724 -0.222  0.202
H -1.194 2.844 -0.005  0.202
H -0.711 1.942 1.450  0.211
H -2.414 2.438 1.216  0.205

Results
Relative energy (zero: lowest compared OMol25 entry of this formula, charge and spin) ... 1.9504 eV
Charge ... 0
Strongest force on any atom ... 3.58 eV/A
E_tot ... -24317.037 eV

Record 4
DFT (ωB97M-V/def2-TZVPD) results for a cluster of 2 separate species, C4H6N2O2 in total.

Last column: natural (NBO) charge in e.
Atoms and positions in Å:
C -0.062 0.403 -0.128  -0.137
C -1.096 -0.526 -0.243  0.286
C -0.672 -1.887 -0.078  -0.197
C 1.009 -0.284 -0.029  0.450
H 0.796 2.273 -0.712  0.332
H -0.527 2.496 0.678  0.386
H -2.235 0.970 0.332  0.499
H -1.330 -2.685 0.054  0.226
H 1.565 -2.442 0.242  0.428
H 2.135 1.307 0.366  0.483
N -0.422 1.775 -0.233  -0.832
N 0.834 -1.683 -0.192  -0.582
O -2.264 -0.002 -0.012  -0.670
O 2.271 0.286 -0.046  -0.672

Results
Relative energy (zero: lowest compared OMol25 entry of this formula, charge and spin) ... 6.0147 eV
Charge ... 0
Strongest force on any atom ... 7.18 eV/A
E_tot ... -11315.027 eV

Record 5
DFT (ωB97M-V/def2-TZVPD) results for a structure of composition C27H57AlNO4S2.

Last column: Mulliken charge in e.
Atoms and positions in Å:
C -0.627 -2.209 2.129  -1.316
C -0.047 -1.165 1.174  1.268
C 0.433 -1.784 -0.139  -1.045
C 0.893 -0.776 -1.200  0.402
C -0.164 -0.264 -2.186  -0.846
C -1.454 0.275 -1.568  0.421
C -2.535 -0.770 -1.220  0.608
C -3.921 -0.487 -1.832  -1.037
C -5.153 -0.725 -0.933  -0.995
C -5.025 -0.493 0.580  -0.693
C -4.789 0.950 1.094  -0.360
C -4.617 2.047 0.046  0.411
C -4.469 3.440 0.661  -1.181
C -3.186 3.646 1.476  -0.867
C -1.912 3.156 0.780  0.891
C -0.601 3.758 1.298  -1.002
Al 0.957 3.635 0.013  -0.037
C 2.466 2.531 0.837  -0.149
C 3.720 2.553 0.021  0.709
C 4.413 1.238 -0.287  -1.284
N 4.250 3.614 -0.461  -0.870
H -0.109 -3.161 2.005  0.055
H -1.689 -2.374 1.924  0.222
H -0.527 -1.921 3.174  0.480
H 0.794 -0.648 1.646  0.220
H -0.792 -0.394 0.970  -0.824
H -0.356 -2.425 -0.547  0.330
H 1.263 -2.456 0.108  0.494
H 1.342 0.089 -0.700  -0.680
H 1.695 -1.234 -1.788  0.579
H -0.402 -1.051 -2.912  0.428
H 0.297 0.541 -2.752  -0.176
H -1.879 1.019 -2.249  0.684
H -1.184 0.843 -0.677  -1.138
H -2.629 -0.845 -0.136  -0.670
H -2.199 -1.754 -1.555  0.660
H -4.050 -1.108 -2.722  0.456
H -3.937 0.540 -2.198  0.455
H -5.495 -1.757 -1.062  0.481
H -5.967 -0.100 -1.314  0.372
H -5.950 -0.871 1.024  0.440
H -4.242 -1.144 0.971  0.029
H -3.903 0.964 1.734  0.029
H -5.625 1.230 1.744  0.503
H -3.731 1.835 -0.554  -0.468
H -5.470 2.050 -0.639  0.482
H -5.337 3.637 1.301  0.376
H -4.500 4.184 -0.141  0.354
H -3.075 4.712 1.697  0.455
H -3.284 3.153 2.450  0.271
H -1.858 2.068 0.898  -0.789
H -2.017 3.320 -0.300  0.269
H -0.767 4.808 1.573  0.386
H -0.316 3.246 2.227  0.365
H 0.508 2.868 -1.375  -0.062
H 1.549 5.113 -0.386  -0.438
H 2.690 2.893 1.847  0.581
H 2.114 1.500 0.957  -0.381
H 5.494 1.372 -0.237  0.399
H 4.169 0.905 -1.300  0.203
H 4.111 0.446 0.398  0.339
H 3.654 4.407 -0.214  0.248
C 1.860 -7.514 4.117  -0.589
C 2.239 -7.094 5.545  -0.592
C 2.450 -5.578 5.532  -0.700
S 1.382 -4.938 4.224  1.211
O 2.210 -4.375 3.190  -0.633
O 0.306 -4.181 4.806  -0.675
C 0.783 -6.535 3.666  -0.727
H 1.501 -8.542 4.079  0.344
H 2.728 -7.436 3.459  0.304
H 1.427 -7.350 6.228  0.291
H 3.135 -7.608 5.891  0.312
H 2.165 -5.084 6.457  0.345
H 3.467 -5.302 5.260  0.351
H 0.638 -6.476 2.590  0.388
H -0.168 -6.712 4.167  0.384
C 3.464 3.069 -3.687  0.183
C 4.421 2.736 -4.838  -0.822
C 3.736 1.692 -5.720  -0.737
S 1.963 1.969 -5.527  1.116
O 1.399 0.795 -4.906  -0.588
O 1.401 2.454 -6.767  -0.734
C 2.092 3.283 -4.317  -0.488
H 3.794 3.935 -3.120  0.457
H 3.404 2.242 -2.979  -0.378
H 4.616 3.639 -5.422  0.310
H 5.379 2.371 -4.467  0.376
H 3.972 1.774 -6.778  0.398
H 3.919 0.675 -5.376  0.352
H 1.267 3.196 -3.609  0.155
H 2.031 4.223 -4.867  0.338

Results
Charge ... -1
Strongest force on any atom ... 0.25 eV/A
E_tot ... -66872.009 eV

Record 6
DFT (ωB97M-V/def2-TZVPD) results for a cluster of 9 separate species, C36H64O17 in total.

Last column: Mulliken charge in e.
Atoms and positions in Å:
C -1.126 5.113 13.238  -0.813
C -1.099 4.412 11.912  0.475
C -0.533 5.250 10.762  -0.273
O 0.722 4.646 10.466  -0.395
C 0.833 3.457 11.103  0.658
O 1.687 2.657 10.895  -0.565
O -0.155 3.313 12.003  -0.434
H -1.848 5.937 13.212  0.158
H -0.162 5.545 13.509  -0.022
H -1.464 4.444 14.031  0.417
H -2.055 3.936 11.701  0.292
H -0.353 6.289 11.036  0.194
H -1.161 5.225 9.871  0.249
C -6.801 7.491 14.457  -0.706
C -6.175 7.488 13.085  0.459
C -4.668 7.675 13.091  0.476
O -4.196 6.660 12.171  -0.331
C -5.159 5.745 11.981  0.618
O -4.997 4.693 11.446  -0.586
O -6.328 6.170 12.501  -0.431
H -6.308 6.750 15.088  -0.205
H -7.861 7.236 14.393  0.487
H -6.746 8.469 14.936  0.183
H -6.675 8.203 12.432  0.240
H -4.189 7.470 14.051  -0.501
H -4.334 8.618 12.676  0.242
C -6.122 7.052 18.655  -0.821
C -7.365 7.843 18.369  0.509
C -8.031 8.483 19.594  -0.530
O -8.217 9.850 19.231  -0.378
C -7.481 10.129 18.143  0.498
O -7.255 11.219 17.724  -0.529
O -6.964 9.001 17.604  0.014
H -6.262 6.053 19.081  0.470
H -5.465 7.610 19.323  0.408
H -5.572 6.788 17.746  -0.332
H -8.069 7.267 17.767  0.256
H -7.422 8.387 20.493  0.277
H -8.998 8.026 19.800  0.351
C -3.816 12.823 15.486  -1.567
C -4.997 11.882 15.428  0.918
C -6.289 12.592 14.986  -0.459
O -6.532 12.094 13.668  -0.389
C -5.613 11.154 13.345  0.441
O -5.542 10.625 12.283  -0.555
O -4.811 10.910 14.392  -0.064
H -2.889 12.246 15.541  0.292
H -3.842 13.483 16.350  0.411
H -3.771 13.396 14.558  0.408
H -5.147 11.333 16.354  -0.049
H -6.156 13.670 14.894  0.293
H -7.134 12.409 15.642  0.278
C 2.588 9.701 12.547  -0.599
C 1.868 9.225 13.788  0.216
C 0.389 9.101 13.364  0.590
O 0.365 9.476 11.981  -0.448
C 1.471 10.319 11.719  -0.526
H 2.958 8.861 11.951  0.223
H 3.481 10.285 12.767  0.417
H 1.954 9.887 14.653  0.436
H 2.228 8.261 14.152  -0.522
H -0.331 9.722 13.907  -0.165
H 0.033 8.069 13.381  -0.218
H 1.250 11.365 11.985  0.240
H 1.638 10.304 10.643  0.353
C -6.388 3.808 14.822  -0.074
C -6.715 2.429 15.416  -0.615
C -5.671 2.273 16.538  -0.493
O -4.622 3.175 16.207  -0.467
C -5.239 4.318 15.687  0.401
H -7.233 4.493 14.739  0.309
H -6.085 3.710 13.776  0.071
H -6.517 1.644 14.690  0.286
H -7.749 2.371 15.746  0.285
H -5.207 1.286 16.541  0.314
H -6.044 2.464 17.551  0.253
H -4.493 4.964 15.221  0.031
H -5.649 4.956 16.497  -0.413
C -0.881 10.541 21.261  -0.553
C -1.496 9.149 21.226  -0.048
C -0.299 8.215 21.487  -0.257
O 0.712 9.052 22.078  -0.439
C 0.180 10.346 22.330  -0.489
H -1.596 11.336 21.463  0.394
H -0.375 10.753 20.313  0.215
H -2.040 8.943 20.305  -0.179
H -2.196 9.084 22.066  0.338
H 0.102 7.859 20.537  0.181
H -0.522 7.422 22.198  0.287
H 0.960 11.102 22.327  0.333
H -0.296 10.307 23.322  0.270
C 3.182 4.757 16.929  -0.704
C 4.022 4.530 15.675  -0.612
C 3.318 5.403 14.645  -0.586
O 1.938 5.277 14.962  -0.229
C 1.793 5.146 16.367  -0.090
H 3.582 5.633 17.444  0.262
H 3.150 3.912 17.611  0.354
H 3.972 3.486 15.354  0.272
H 5.078 4.772 15.794  0.352
H 3.475 5.081 13.619  0.411
H 3.600 6.459 14.764  0.222
H 0.996 4.423 16.534  0.360
H 1.510 6.102 16.826  -0.087
C -1.740 8.709 16.998  0.179
C -1.448 7.379 17.684  0.436
C -2.372 6.394 16.938  -0.099
O -3.352 7.200 16.309  0.080
C -3.221 8.571 16.662  0.187
H -1.168 8.810 16.072  -0.400
H -1.566 9.635 17.552  0.417
H -1.547 7.363 18.770  -0.079
H -0.388 7.154 17.538  -0.336
H -2.821 5.652 17.603  0.386
H -1.801 5.846 16.184  -0.427
H -3.844 8.763 17.551  0.037
H -3.639 9.173 15.855  -0.287

Results
Relative energy (zero: lowest compared OMol25 entry of this formula, charge and spin) ... 0.0000 eV
Charge ... 0
Strongest force on any atom ... 1.39 eV/A
E_tot ... -73176.831 eV

Record 7
DFT (ωB97M-V/def2-TZVPD) results for a cluster of 2 separate species, C5H14 in total.

Last column: natural (NBO) charge in e.
Atoms and positions in Å:
C 1.912 -0.465 -0.383  -0.606
C 1.735 -1.782 0.528  -0.406
C 0.283 -1.849 1.027  -0.631
H 2.921 -0.220 -0.709  0.207
H 1.359 -0.295 -1.253  0.203
H 1.508 0.309 0.365  0.192
H 2.380 -1.553 1.387  0.209
H 1.976 -2.676 -0.168  0.208
H -0.122 -0.771 1.291  0.196
H -0.077 -2.507 1.828  0.219
H -0.413 -2.272 0.328  0.208
C -2.156 1.380 -0.929  -0.606
C -1.509 2.473 -0.151  -0.622
H -1.466 0.575 -1.454  0.199
H -2.860 0.841 -0.336  0.201
H -2.683 1.701 -1.848  0.203
H -1.419 2.166 0.887  0.208
H -2.043 3.404 -0.178  0.206
H -0.654 2.756 -0.693  0.210

Results
Relative energy (zero: lowest compared OMol25 entry of this formula, charge and spin) ... 1.4646 eV
Charge ... 0
Strongest force on any atom ... 3.59 eV/A
E_tot ... -5410.585 eV

Record 8
DFT (ωB97M-V/def2-TZVPD) results for a structure of composition C26H44BFLuN5O5Si2.

Last column: Mulliken charge in e.
Atoms and positions in Å:
Lu 2.455 -0.784 -1.948  1.487
C -5.547 -0.769 -1.613  -1.013
C -4.713 -1.918 -1.069  -1.098
N -3.308 -1.555 -0.889  0.203
C -2.456 -1.716 -1.935  -0.084
C -1.128 -1.451 -1.910  -0.534
C -0.364 -1.534 -3.219  -0.072
O -0.846 -2.184 -4.131  -0.754
O 0.710 -0.834 -3.235  -0.499
C -0.521 -1.086 -0.665  1.297
O 0.692 -1.031 -0.441  -0.378
C -1.467 -0.733 0.405  0.556
C -0.959 -0.129 1.554  -0.117
C -1.814 0.213 2.562  0.283
F -1.332 0.751 3.705  -0.360
C -3.191 0.000 2.458  -2.093
C -3.697 -0.597 1.321  -0.565
C -2.841 -0.982 0.278  0.384
N -4.099 0.379 3.502  0.594
C -4.364 -0.635 4.515  -0.490
C -5.786 -0.384 5.066  -0.775
N -6.214 0.968 4.575  -0.137
C -5.190 2.004 4.933  -0.666
C -3.916 1.690 4.117  -0.584
H -6.579 -1.085 -1.767  0.381
H -5.149 -0.432 -2.570  0.335
H -5.542 0.083 -0.932  0.296
H -4.737 -2.769 -1.748  0.494
H -5.099 -2.280 -0.115  0.455
H -2.888 -2.087 -2.857  0.625
H 0.105 0.052 1.631  0.205
H -4.768 -0.717 1.243  0.361
H -3.631 -0.598 5.330  0.331
H -4.309 -1.622 4.063  0.451
H -5.820 -0.360 6.153  0.371
H -6.515 -1.105 4.701  0.374
H -7.145 1.214 4.904  0.289
H -6.213 0.908 3.552  0.383
H -5.027 1.919 6.006  0.338
H -5.604 2.985 4.715  0.349
H -3.054 1.736 4.785  0.434
H -3.770 2.425 3.327  0.486
N 3.215 -1.814 -4.147  -0.485
C 4.628 -1.484 -4.377  -0.581
C 5.011 -0.224 -3.592  0.384
O 5.833 0.557 -4.026  -0.687
O 4.378 -0.120 -2.463  -0.586
H 3.052 -2.812 -4.188  0.232
H 2.609 -1.380 -4.836  0.241
H 4.885 -1.351 -5.427  0.329
H 5.241 -2.295 -3.979  0.308
B 3.184 -5.594 -0.755  0.335
C 2.959 -4.077 -1.118  -0.186
N 2.780 -2.968 -1.398  -0.735
H 2.379 -5.873 0.109  -0.147
H 4.324 -5.701 -0.363  -0.140
H 2.992 -6.225 -1.772  -0.133
C 1.408 4.077 -1.756  -1.332
Si 2.650 2.660 -1.989  0.365
C 2.371 2.083 -3.785  -1.036
C 4.369 3.416 -2.025  -1.097
C 2.306 1.372 -0.723  0.153
Si 3.351 1.011 0.735  0.918
C 3.842 -0.818 0.859  -0.915
C 2.429 1.350 2.370  -1.456
C 4.988 1.931 0.871  -1.367
H 1.587 4.902 -2.451  0.319
H 1.459 4.470 -0.737  0.306
H 0.387 3.717 -1.923  0.302
H 2.013 2.936 -4.370  0.506
H 1.623 1.294 -3.907  0.271
H 3.307 1.755 -4.244  0.234
H 4.414 4.151 -2.835  0.371
H 5.120 2.652 -2.236  0.256
H 4.633 3.923 -1.096  0.328
H 1.275 1.538 -0.380  0.147
H 2.992 -1.508 0.854  0.144
H 4.374 -0.990 1.799  0.539
H 4.534 -1.115 0.062  0.218
H 1.846 0.486 2.705  0.369
H 1.760 2.211 2.285  0.352
H 3.146 1.562 3.169  0.418
H 5.615 1.763 -0.006  0.342
H 5.532 1.573 1.751  0.370
H 4.843 3.008 0.980  0.282

Results
Relative energy (zero: lowest compared OMol25 entry of this formula, charge and spin) ... 0.5572 eV
Charge ... 0
Strongest force on any atom ... 0.60 eV/A
E_tot ... -98138.467 eV